75
Properties=species:S:1:pos:R:3:forces:R:3 method="wB97M-V/def2-TZVPD" total_energy_ev=-141297.99165 lumo_ev=3.98 de_lowest_ev=0.380 charge=-2 homo_ev=-3.075
Lu -1.229 -0.168 0.270 -0.051 -0.944 -1.475
S 3.274 -2.622 -1.998 0.048 0.095 -0.098
S -5.055 2.581 -2.249 -0.061 0.090 -0.031
S 1.718 -0.221 -0.062 -0.067 0.522 0.233
S -1.170 0.962 2.528 -0.094 0.145 0.020
P 3.119 -1.623 -0.297 -0.362 -0.340 -0.169
O -1.181 1.739 3.730 0.010 -0.029 0.069
O -0.497 2.953 -2.696 0.018 0.015 -0.033
O -2.519 0.513 2.013 0.044 0.253 0.189
O -0.621 1.703 1.309 0.172 0.343 0.400
O -0.387 -0.303 2.516 0.113 -0.022 0.263
O -0.571 -0.068 -2.198 -0.239 0.035 0.219
N -3.067 1.007 -3.058 -0.048 0.139 -0.263
N -5.184 -2.010 0.502 -0.001 0.186 -0.293
N -2.863 2.039 -0.947 -0.082 -0.006 -0.070
N -0.977 -2.508 0.220 0.216 0.033 0.183
N -3.343 -1.125 -0.362 -0.115 0.378 0.119
N 0.142 -3.271 0.040 0.019 0.252 -0.014
N -3.137 -3.011 1.120 0.067 0.276 0.079
N -4.450 -0.460 -0.826 0.121 -0.125 0.019
N -5.501 -0.987 -0.327 -0.109 -0.121 0.142
N -0.079 -4.449 0.478 -0.189 -0.237 0.091
N -1.346 -4.558 0.964 0.328 0.143 -0.143
C 3.035 -2.758 1.125 0.151 -0.127 0.132
C 0.502 2.116 -2.150 -0.018 0.028 0.025
C -3.608 2.926 -0.164 0.323 0.094 0.098
C -0.463 -1.428 -2.666 0.087 0.020 -0.038
C -4.032 4.350 1.716 -0.073 0.006 -0.048
C 0.445 0.759 -2.798 0.041 -0.128 0.001
C 3.734 -4.819 2.159 0.001 -0.030 0.010
C 3.005 -4.498 3.295 -0.014 0.009 0.010
C -5.699 4.174 -0.014 -0.035 0.043 -0.026
C 6.121 0.474 1.538 0.026 0.014 -0.009
C 3.745 -3.953 1.076 0.012 0.017 -0.003
C -5.287 4.687 1.202 0.107 -0.020 0.074
C -1.841 -3.351 0.781 -0.463 -0.134 0.052
C -4.846 3.312 -0.689 -0.047 -0.039 0.012
C 6.683 0.346 -0.791 0.057 0.026 -0.008
C 4.972 -0.261 1.298 -0.007 0.058 0.069
C 6.982 0.782 0.491 -0.006 -0.005 0.019
C -3.502 1.802 -2.050 0.058 -0.257 0.101
C 2.288 -3.311 3.343 -0.017 -0.050 0.068
C 2.300 -2.442 2.263 0.027 0.061 -0.091
C -0.660 4.121 -1.925 -0.044 0.001 0.032
C -3.190 3.484 1.043 -0.097 0.076 -0.001
C 5.535 -0.399 -1.028 0.055 -0.020 -0.041
C -3.866 -2.054 0.442 0.104 -0.489 0.097
C 4.672 -0.705 0.014 0.048 -0.004 0.074
H 2.977 -5.183 4.135 0.003 -0.003 0.008
H 1.695 -3.066 4.215 -0.015 0.006 -0.002
H 0.237 4.755 -1.974 0.008 -0.006 0.015
H 7.882 1.357 0.675 -0.004 0.007 0.001
H -2.235 0.472 -2.840 0.026 0.041 0.054
H 1.500 2.544 -2.323 -0.008 -0.018 -0.022
H -2.217 3.247 1.433 0.104 -0.128 0.034
H 5.299 -0.764 -2.020 -0.011 -0.009 -0.003
H -1.509 4.673 -2.328 0.002 -0.031 -0.031
H -3.797 0.493 -3.523 0.013 -0.073 0.051
H -6.661 4.443 -0.431 -0.006 -0.016 -0.024
H 0.387 2.041 -1.061 -0.022 -0.054 -0.027
H -3.677 -3.721 1.581 -0.010 -0.046 -0.034
H 0.443 -1.886 -2.262 -0.018 -0.013 -0.054
H 1.713 -1.532 2.291 -0.039 0.023 -0.003
H 4.294 -0.482 2.113 -0.011 -0.013 -0.006
H -5.935 5.356 1.754 -0.021 0.005 -0.009
H 7.349 0.582 -1.613 0.006 0.002 -0.004
H 0.207 0.863 -3.863 -0.024 0.021 0.031
H -0.439 -1.423 -3.759 0.007 -0.017 0.003
H 4.276 -5.756 2.109 0.003 0.006 -0.014
H 1.400 0.244 -2.680 -0.007 0.046 -0.004
H 6.340 0.813 2.544 0.017 0.005 -0.004
H 4.283 -4.209 0.172 -0.002 -0.001 -0.015
H -1.342 -1.960 -2.309 0.002 0.005 0.001
H -0.866 3.873 -0.879 0.020 0.014 -0.003
H -3.705 4.760 2.662 -0.026 0.018 0.011


9
Properties=species:S:1:pos:R:3:forces:R:3 method="wB97M-V/def2-TZVPD" total_energy_ev=-8273.49262 lumo_ev="0.57 / -1.21" de_lowest_ev=0.966 charge=0 multiplicity=3 homo_ev="-7.416 / -10.495"
O -2.287 0.061 -0.669 3.246 0.994 -4.195
O -3.346 -0.304 0.644 -3.317 -1.746 5.029
O 2.315 -0.924 0.759 -0.588 0.105 0.511
C 2.775 -0.108 0.034 1.410 1.928 -2.548
C -1.133 0.172 -0.528 -0.070 0.854 -2.413
H -4.006 0.341 0.396 -0.532 0.457 -0.267
H 2.479 0.983 -0.243 -0.746 -1.208 1.344
H -0.448 0.044 0.264 0.713 -0.591 1.882
H 3.651 -0.265 -0.657 -0.115 -0.795 0.656


196
Properties=species:S:1:pos:R:3:forces:R:3 method="wB97M-V/def2-TZVPD" total_energy_ev=-166394.32111 lumo_ev=-1.11 de_lowest_ev=1.396 charge=0 homo_ev=-9.502
O 0.126 -0.441 -5.998 0.185 -0.370 0.634
O -9.294 -1.328 2.909 0.036 -0.146 -0.064
O -1.870 0.443 3.163 0.328 -0.298 -0.860
O -0.211 -3.320 1.400 0.418 0.255 0.292
O -0.101 -5.155 -6.152 0.540 -0.368 0.054
O -5.664 -5.848 -3.386 -0.184 -0.038 -0.631
O 0.121 4.534 -2.001 -0.183 -0.142 0.273
O 5.169 -0.387 2.969 -0.150 0.633 -0.074
O 4.550 2.121 -4.599 -0.176 0.449 -0.290
O 6.033 2.326 0.652 0.331 -0.106 -0.207
O 6.729 -6.542 1.985 -0.320 -0.255 0.067
O 2.224 -2.070 4.136 0.123 -0.051 -0.333
O -1.686 0.642 -1.386 -0.500 0.325 0.205
O 3.188 3.022 -3.188 0.412 -0.342 -0.368
O 6.674 -0.738 4.443 0.002 0.238 0.016
O -0.726 -1.373 3.623 -0.320 0.311 -0.965
O -1.524 -0.995 0.009 -0.629 0.142 0.438
O 7.551 -4.575 2.138 0.026 0.515 -0.116
O -7.163 4.739 -6.568 -0.464 0.302 -0.374
O 0.514 0.378 -4.025 0.210 -0.510 0.904
O 1.204 -2.817 5.860 -0.315 0.161 0.417
O -7.508 -4.963 -4.114 0.153 -0.107 -0.337
O 7.565 1.175 1.609 0.669 -0.175 0.094
O -9.247 -2.426 1.058 -0.033 -0.438 -0.231
O -1.521 5.894 -2.283 0.092 -0.668 0.529
O -1.920 -4.082 0.373 -0.308 -0.022 0.708
O -1.382 -3.643 -5.363 -0.077 0.178 0.196
O -6.272 6.380 -5.482 0.058 0.624 0.002
N -1.535 -0.497 3.850 0.219 0.303 2.230
N 6.778 1.354 0.714 -1.570 0.180 0.268
N 0.211 0.457 -5.182 -0.463 1.076 -1.663
N -6.481 5.213 -5.686 0.107 -1.466 -0.196
N -6.423 -4.916 -3.579 0.149 0.140 1.598
N 3.809 3.018 -4.251 -0.561 0.003 1.653
N 1.641 -1.908 5.185 0.182 -0.002 -0.661
N -0.959 4.988 -1.674 -0.318 0.562 0.006
N 6.645 -5.335 1.885 -0.278 -0.639 -0.253
N 5.915 0.009 3.852 0.230 -1.612 -0.112
N -8.716 -1.841 1.971 0.745 0.746 0.022
N -0.344 -4.277 -5.355 -0.587 0.405 -0.192
N -1.254 -3.936 1.387 0.929 -0.104 -1.153
N -1.119 0.018 -0.510 1.434 -0.373 -1.315
C -5.027 -2.508 1.465 -0.417 0.248 0.111
C 0.930 -0.260 0.822 0.654 -0.808 0.245
C -4.380 -2.102 -2.161 -0.157 -0.368 -0.576
C 1.962 1.829 5.335 -1.032 -0.022 0.440
C -2.267 0.698 5.909 -0.924 -0.902 0.272
C 1.020 1.257 -1.001 -1.307 1.610 0.070
C -3.382 -5.776 3.771 1.100 -0.763 -0.367
C -2.848 -5.288 2.595 -0.890 1.193 0.303
C -4.478 -1.349 2.023 -0.264 -0.710 -1.115
C 6.831 1.827 5.215 0.142 -0.780 -1.917
C -0.301 3.295 -7.575 0.290 0.374 0.285
C 5.672 -0.398 -2.391 -0.156 -1.545 0.283
C 4.236 -2.814 0.667 -0.334 0.433 -0.912
C -2.882 3.171 1.674 0.318 -0.478 0.614
C 0.480 -2.763 -3.582 -0.561 -0.644 0.145
C -2.912 4.786 -0.099 -0.500 0.292 -1.267
C -6.407 -2.654 1.475 -1.140 -0.379 -1.149
C 5.618 0.437 -1.301 0.460 1.081 -0.333
C -1.636 -4.597 2.618 -1.556 -1.054 -0.332
C 2.941 -4.728 1.266 0.549 1.806 0.334
C 5.360 -4.770 1.416 -0.105 0.436 -0.178
C -3.917 3.679 -3.448 -1.736 -0.009 -0.237
C 2.956 1.010 0.435 -1.637 1.924 0.246
C -4.646 2.544 -3.035 0.643 -0.339 1.016
C -5.326 -0.385 2.554 0.840 0.190 -0.062
C 3.575 4.193 -5.054 0.119 0.525 -2.596
C 7.463 -1.670 -1.384 -0.120 0.980 0.383
C -0.086 1.811 -5.717 0.782 0.388 -0.634
C 5.875 4.019 5.086 -0.225 -0.564 -0.781
C -1.516 2.946 1.474 -0.392 0.219 -0.342
C 4.131 -5.351 1.680 -1.384 -0.672 -0.323
C -6.697 -0.500 2.476 -0.327 -0.232 1.058
C 6.896 3.166 5.504 -0.384 0.324 0.773
C 4.004 4.156 -6.383 0.812 -0.055 -1.158
C 1.500 -0.527 5.639 -0.891 0.766 2.031
C 6.594 0.322 -0.307 -0.182 -0.828 -0.412
C -6.730 -1.500 -2.024 1.106 -0.456 0.155
C 4.889 2.216 3.808 0.047 0.534 -0.587
C -0.224 2.879 -4.858 0.207 -0.607 1.337
C 1.717 -4.759 -4.082 -0.083 -0.844 -0.455
C -0.449 4.138 -5.338 -0.433 2.026 -1.312
C -0.931 3.568 0.399 0.848 0.513 -1.979
C -0.427 4.391 -6.703 -0.690 -1.962 -1.146
C -2.104 -0.502 5.224 -0.387 0.062 -0.430
C -4.565 4.551 -4.316 -0.220 -0.051 -0.219
C 3.031 6.255 -6.831 0.662 -0.229 -1.519
C -4.691 -3.361 -2.697 0.327 0.549 0.643
C -2.498 -1.730 5.730 0.217 -0.035 0.380
C 5.915 1.396 4.232 -0.295 1.089 1.477
C -2.556 -5.836 4.904 -0.531 -0.280 0.689
C 2.239 0.058 1.175 0.963 -0.411 -1.443
C 0.634 -3.929 -4.325 0.698 0.544 0.802
C -0.061 2.013 -7.092 -0.313 0.121 -0.036
C -6.024 -3.645 -2.930 0.404 0.667 -0.177
C 1.519 2.047 6.639 -0.447 0.199 -0.380
C 2.826 5.285 -4.626 0.573 -0.860 0.666
C 0.280 0.405 -0.223 0.958 -1.169 1.425
C 6.577 -1.475 -2.418 -0.177 0.284 -0.541
C -7.005 -2.729 -2.556 -1.216 -1.277 -0.303
C -1.635 4.421 -0.478 0.116 -0.428 1.758
C -3.121 -1.763 6.967 0.278 0.313 0.299
C -5.847 4.233 -4.800 2.028 0.306 0.477
C -5.970 2.310 -3.371 0.856 0.485 -1.660
C 0.902 1.018 7.368 0.933 1.424 -0.371
C -3.547 4.116 0.942 -0.095 0.460 -0.322
C 4.890 3.553 4.199 0.285 0.059 1.620
C -7.228 -1.655 1.922 -0.005 0.731 1.020
C 5.400 -3.546 0.762 0.042 0.431 0.818
C 2.512 -3.258 -2.389 0.750 -1.709 -0.474
C 0.876 -0.263 6.868 0.425 -0.559 0.274
C -2.943 0.626 7.135 0.693 0.540 -0.379
C -5.371 -1.180 -1.896 -0.422 0.870 0.193
C 7.424 -0.780 -0.305 1.315 -0.165 -0.150
C 3.807 5.199 -7.312 -0.760 -0.613 2.428
C -6.443 3.053 -4.454 -1.902 0.073 0.531
C -0.871 -4.641 3.738 1.927 0.313 1.990
C -3.401 -0.579 7.645 0.120 -0.290 -0.229
C 1.946 0.540 4.880 0.009 -1.776 -1.581
C 2.541 6.269 -5.542 -0.307 0.872 0.162
C 2.987 -3.381 0.859 0.403 -1.139 0.409
C -1.292 -5.274 4.921 -0.840 -0.105 -1.645
C 2.270 1.702 -0.570 0.153 -1.133 -0.447
C 1.381 -2.503 -2.556 -0.017 0.995 -0.106
C 2.662 -4.448 -3.121 -0.315 0.877 -0.383
H 4.935 -0.322 -3.179 0.056 0.264 -0.049
H 1.790 -5.666 -4.671 0.099 0.038 0.019
H -0.613 -5.359 5.754 -0.069 0.098 0.100
H 0.498 1.289 8.333 -0.133 -0.349 0.066
H 3.542 -5.066 -3.014 -0.040 -0.067 0.134
H -4.461 -3.281 0.965 0.362 0.187 0.112
H -3.484 -5.261 1.722 0.282 -0.115 -0.193
H -2.001 1.667 5.516 0.300 -0.132 -0.194
H -7.552 -0.909 -1.647 0.175 0.362 -0.167
H 0.431 -0.999 7.526 0.084 -0.443 -0.489
H 4.216 5.103 -8.304 -0.089 0.227 -0.099
H 4.563 3.325 -6.793 -0.053 -0.307 0.571
H 6.299 -3.054 0.430 0.297 -0.319 0.393
H 0.465 1.739 -1.798 0.429 0.079 -0.195
H 2.850 -0.621 1.761 -0.504 0.135 0.679
H 4.911 1.251 -1.345 0.128 0.114 0.268
H 2.074 2.634 4.622 0.595 0.104 0.268
H 8.204 -0.929 0.431 -0.257 0.372 0.296
H -3.846 -4.021 -2.829 -0.369 -0.388 -0.437
H -4.339 -6.269 3.673 -0.079 0.028 0.551
H 4.331 -1.783 0.343 -0.084 -0.027 -0.126
H -3.338 -1.852 -2.013 -0.016 0.093 0.087
H -5.096 -0.171 -1.611 0.097 -0.112 0.339
H 2.157 0.233 3.858 0.450 0.519 0.010
H -0.923 2.284 2.085 -0.146 -0.126 0.033
H -3.287 -2.692 7.495 -0.384 -0.163 -0.391
H 0.580 -1.191 1.249 -0.785 0.438 0.206
H -8.035 -3.062 -2.622 0.020 0.083 -0.235
H 3.894 1.474 0.714 0.300 -0.749 0.207
H 3.927 -6.292 2.173 0.928 -0.163 0.077
H 1.258 -1.635 -1.919 -0.140 0.128 -0.201
H -4.835 0.454 3.033 -0.338 0.227 -0.046
H -3.010 3.998 -2.964 0.403 -0.485 -0.376
H -3.984 -0.664 8.552 0.227 0.340 0.197
H -0.667 5.329 -7.183 0.114 0.311 0.505
H 6.612 -2.120 -3.287 -0.048 0.022 -0.026
H 0.152 1.208 -7.779 -0.245 -0.164 0.090
H -4.076 5.420 -4.735 -0.031 0.238 0.408
H -0.420 3.457 -8.638 0.289 -0.065 -0.054
H 4.041 4.206 4.057 -0.032 -0.092 -0.574
H -2.293 -2.654 5.206 0.079 0.085 -0.168
H 2.731 2.500 -1.126 0.163 0.000 0.017
H 5.822 5.018 5.496 0.069 0.133 -0.238
H -3.428 -1.146 1.855 0.101 -0.062 0.453
H -0.749 5.042 -4.819 0.499 -0.509 1.122
H -3.445 5.502 -0.714 -0.065 0.026 0.141
H -4.578 4.328 1.193 -0.023 0.106 -0.222
H -0.071 2.712 -3.798 -0.391 -0.031 0.003
H 7.661 3.554 6.163 -0.007 -0.124 0.088
H 7.524 1.068 5.549 0.212 0.272 0.253
H 0.082 3.380 0.062 0.117 -0.176 0.560
H -7.365 2.754 -4.939 -0.140 0.275 0.141
H 8.296 -2.358 -1.423 -0.331 -0.411 -0.009
H 0.127 -4.239 3.880 -0.070 0.440 -0.911
H 2.573 5.320 -3.576 -0.465 0.173 -0.117
H 4.096 1.828 3.185 0.122 -0.073 -0.121
H -2.981 1.566 7.670 -0.516 -0.141 0.242
H -7.329 0.188 3.022 -0.110 0.146 -0.367
H -3.459 2.611 2.400 0.302 -0.011 0.216
H 2.063 -2.839 0.721 0.079 0.066 -0.093
H 1.930 7.117 -5.262 0.058 -0.043 0.238
H 3.334 -3.029 -1.729 -0.342 0.384 0.300
H -2.888 -6.358 5.795 -0.214 0.070 -0.049
H -6.983 -3.430 0.974 0.687 -0.502 0.099
H -0.372 -2.129 -3.772 0.047 0.057 0.062
H -6.607 1.548 -2.951 0.396 -0.407 -0.078
H 2.848 7.061 -7.533 -0.297 0.191 0.310
H 1.553 3.069 6.997 -0.133 -0.094 0.302
H 1.946 -5.119 1.422 0.210 -0.557 0.133
H -4.144 1.770 -2.462 0.051 0.389 0.528


21
Properties=species:S:1:pos:R:3:forces:R:3 method="wB97M-V/def2-TZVPD" total_energy_ev=-11441.54561 lumo_ev=1.03 de_lowest_ev=3.125 charge=0 homo_ev=-9.320 smiles="C#CC(N)(N)O.C=CC"
O -1.156 1.468 0.301 1.388 0.290 -1.038
N -0.004 -0.163 1.478 -0.204 0.015 -0.010
N -2.368 0.134 1.798 -0.172 0.078 -0.228
C 1.315 1.396 -1.255 1.216 -0.490 -0.077
C 1.930 -1.008 -0.921 -0.354 -0.007 0.234
C -1.543 -0.815 -0.215 -0.166 -0.259 -0.497
C -1.281 0.184 0.838 0.454 -0.297 0.736
C -1.765 -1.567 -1.121 0.171 0.410 0.490
C 1.872 0.425 -0.512 0.307 0.610 -1.022
H -2.336 0.973 2.368 0.036 -0.006 -0.011
H -0.060 -1.091 1.885 -0.134 0.120 0.059
H 2.966 -1.312 -1.063 0.079 -0.015 -0.033
H 1.370 -1.183 -1.836 0.009 -0.002 -0.108
H 1.518 2.438 -1.053 -0.227 0.129 0.246
H 0.902 1.169 -2.228 -0.325 -0.093 0.003
H -3.263 0.124 1.318 0.073 0.050 0.015
H 2.472 0.687 0.350 -0.262 0.068 0.199
H 0.175 0.506 2.221 -0.058 -0.033 0.003
H 1.497 -1.632 -0.140 0.064 -0.096 0.015
H -1.939 -2.214 -1.933 -0.107 -0.311 -0.301
H -0.300 1.480 -0.279 -1.789 -0.162 1.323